1.
The following is a quantum chemistry calculation of 2 unconnected molecules or ions with the total composition C4H11NO2, from the Open Molecules 2025 dataset.

As for the total energy: -9910.502 eV. The HOMO-LUMO gap is 9.79 eV. Its SMILES is CN(C)CC=O.O. As for the energy above the lowest of the compared OMol25 structures with the same formula, charge and spin: 1.740 eV. The LUMO energy comes out at 0.02995 Eh. The calculation puts the HOMO energy at -9.0 eV.

CARTESIAN COORDINATES (ANGSTROEM)
C 1.497 1.165 0.534
N 0.050 0.965 0.561
C -0.466 0.935 1.910
C -0.352 -0.183 -0.244
C -0.712 0.354 -1.606
O -0.197 0.005 -2.641
H 2.033 0.271 0.876
H 1.790 1.349 -0.495
H 1.711 2.069 1.095
H -0.122 1.818 2.443
H -0.154 0.055 2.489
H -1.565 0.941 1.923
H -1.273 -0.579 0.216
H 0.356 -1.007 -0.311
H -1.494 1.128 -1.570
O -0.009 -3.191 -1.638
H -0.802 -3.681 -1.414
H -0.292 -2.412 -2.129

natural (NBO) population analysis, charges in e, atoms 1 to 2:
1. C -0.414
2. N -0.436

---

2.
The following is a quantum chemistry calculation of a molecular structure, C35H40KN4O4PSSe2, from the Open Molecules 2025 dataset.

As for the total energy: -218241.679 eV. The HOMO-LUMO gap is 5.80 eV. Its total charge is -2. As for the energy above the lowest of the compared OMol25 structures with the same formula, charge and spin: 0.357 eV. The LUMO energy comes out at 0.14880 Eh. The calculation puts the HOMO energy at -1.7 eV.

CARTESIAN COORDINATES (ANGSTROEM)
K -1.233 -0.236 0.643
C -0.944 -1.806 -3.052
C -0.868 -3.000 -2.144
C -0.112 -4.136 -2.529
C -0.039 -5.199 -1.685
C -0.739 -5.179 -0.457
C -0.673 -6.260 0.453
C -1.392 -6.184 1.615
C -2.203 -5.075 1.892
C -2.328 -3.984 1.034
S -3.404 -2.682 1.403
C -1.516 -4.027 -0.168
N -1.527 -2.956 -1.011
H -0.266 -1.917 -3.900
H -0.686 -0.889 -2.522
H -1.963 -1.690 -3.435
H 0.417 -4.129 -3.474
H 0.555 -6.073 -1.935
H -0.058 -7.121 0.213
H -1.346 -6.995 2.335
H -2.783 -5.053 2.806
C -3.303 5.606 2.429
Se -2.545 3.836 2.762
C -2.047 3.518 0.905
C -0.953 4.403 0.349
Se 0.733 4.266 1.331
C 1.699 5.293 -0.016
H -3.752 5.953 3.360
H -4.077 5.555 1.662
H -2.532 6.313 2.128
H -2.953 3.638 0.307
H -1.760 2.471 0.868
H -1.252 5.454 0.355
H -0.726 4.097 -0.674
H 1.520 4.842 -0.993
H 2.761 5.249 0.225
H 1.372 6.333 -0.016
N -0.289 -1.827 2.830
C -0.997 -0.903 3.736
C -0.349 0.491 3.617
O 0.711 0.655 4.258
O -0.920 1.306 2.844
H -0.818 -2.687 2.727
H 0.624 -2.046 3.210
H -0.952 -1.225 4.784
H -2.041 -0.871 3.426
O 0.382 2.953 -2.307
C 0.719 1.899 -1.729
O 0.034 0.853 -1.590
C 2.131 1.841 -1.115
P 2.068 0.834 0.434
C 2.782 -0.780 -0.148
C 3.981 -0.892 -0.854
C 4.462 -2.127 -1.259
C 3.747 -3.283 -0.966
C 2.554 -3.190 -0.266
C 2.079 -1.947 0.139
C 3.500 1.520 1.368
C 4.634 2.095 0.795
C 5.650 2.609 1.589
C 5.539 2.564 2.972
C 4.403 2.017 3.553
C 3.384 1.505 2.761
H 2.489 2.845 -0.894
H 2.797 1.392 -1.858
H 4.550 0.001 -1.088
H 5.398 -2.190 -1.805
H 4.118 -4.250 -1.285
H 1.978 -4.078 -0.038
H 1.146 -1.894 0.689
H 4.725 2.157 -0.284
H 6.525 3.053 1.125
H 6.327 2.974 3.594
H 4.293 2.010 4.631
H 2.468 1.131 3.215
N -4.910 -0.065 -5.128
C -4.349 0.142 -3.862
C -3.452 1.180 -3.635
C -2.889 1.318 -2.377
N -3.173 0.513 -1.352
C -4.009 -0.500 -1.583
C -4.620 -0.723 -2.807
H -4.962 0.767 -5.694
H -5.785 -0.564 -5.112
H -3.168 1.857 -4.432
H -2.138 2.080 -2.197
H -4.170 -1.187 -0.756
H -5.280 -1.573 -2.937

Löwdin population analysis, charges in e, atoms 1 to 2:
1. K 0.560
2. C -0.017

---

3.
The following is a quantum chemistry calculation of a molecular structure, C31H38BN6O2OsSSe at a distorted geometry, from the Open Molecules 2025 dataset.

As for the total energy: -125101.079 eV. The HOMO-LUMO gap (spin up / spin down) is 3.54 / 3.54 eV. Its total charge is +3. The LUMO energy (spin up / spin down) comes out at -0.42858 / -0.42857 Eh. The calculation puts the HOMO energy (spin up / spin down) at -15.2 / -15.2 eV.

CARTESIAN COORDINATES (ANGSTROEM)
Os 0.132 -2.873 1.000
Se -1.416 -8.325 -4.144
N 0.041 -7.388 -3.775
C -0.273 -6.547 -2.824
C 0.675 -5.606 -2.240
C 2.016 -5.489 -2.612
C 2.811 -4.562 -1.967
C 2.268 -3.768 -0.964
N 0.986 -3.869 -0.604
C 0.205 -4.776 -1.232
C -1.160 -4.829 -0.764
N -1.454 -3.966 0.238
C -2.694 -3.959 0.730
C -3.681 -4.810 0.245
C -3.384 -5.694 -0.772
C -2.089 -5.710 -1.297
C -1.633 -6.598 -2.360
N -2.405 -7.479 -2.942
H 2.412 -6.128 -3.391
H 3.855 -4.448 -2.222
H 2.861 -3.039 -0.427
H -2.889 -3.262 1.534
H -4.669 -4.772 0.681
H -4.128 -6.376 -1.164
C 3.619 1.844 1.190
C 4.588 0.803 1.745
C 3.928 -0.412 2.391
C 3.103 -0.123 3.641
N 1.777 0.471 3.348
C 0.696 -0.188 3.002
S 0.724 -1.950 2.986
N -0.447 0.450 2.728
C -0.643 1.892 2.879
C -0.146 2.698 1.670
C -2.099 1.818 0.152
C -1.983 0.664 -2.109
H 4.146 2.578 0.582
H 3.112 2.405 1.982
H 2.857 1.365 0.563
H 5.261 1.278 2.463
H 5.224 0.447 0.933
H 4.704 -1.120 2.685
H 3.294 -0.933 1.664
H 3.612 0.589 4.289
H 2.936 -1.027 4.222
H 1.715 1.475 3.432
H -1.253 -0.148 2.629
H -0.143 2.228 3.790
H -1.704 2.058 3.063
H 0.703 2.177 1.225
H 0.247 3.653 2.025
H -2.957 2.195 -0.403
H -2.504 1.327 1.037
H -1.479 -0.095 -2.708
H -1.896 1.629 -2.610
H -3.038 0.401 -2.028
C -2.817 5.232 -0.561
C -1.361 5.029 -1.000
C -1.207 5.344 -2.493
C -0.455 6.032 -0.168
C -0.752 3.751 -0.575
C 0.395 3.261 -1.282
C 0.820 1.972 -1.341
C 0.090 0.855 -0.800
O 0.693 -0.208 -0.458
B -0.363 -1.203 0.139
O -1.552 -0.542 -0.063
C -1.404 0.730 -0.690
C -1.251 3.022 0.635
H -3.161 6.185 -0.960
H -2.943 5.281 0.520
H -3.473 4.460 -0.966
H -1.607 6.339 -2.681
H -1.778 4.639 -3.100
H -0.175 5.348 -2.839
H -0.865 7.021 -0.383
H 0.586 6.011 -0.485
H -0.526 5.861 0.906
H 0.984 3.993 -1.822
H 1.749 1.735 -1.851
H -1.965 3.674 1.136

Löwdin population analysis, charges in e, atoms 1 to 2:
1. Os 0.976
2. Se 1.246

---

4.
The following is a quantum chemistry calculation of C6H6N2O3S in the gas phase at a distorted geometry, from the Open Molecules 2025 dataset.

As for the total energy: -26270.344 eV. The HOMO-LUMO gap is 9.08 eV. Its SMILES is N=[S@](=O)(c1ccccc1)[N+](=O)[O-]. As for the energy above the lowest of the compared OMol25 structures with the same formula, charge and spin: 6.966 eV. The LUMO energy comes out at -0.02513 Eh. The calculation puts the HOMO energy at -9.8 eV.

CARTESIAN COORDINATES (ANGSTROEM)
N 2.298 -1.780 -0.837
S 2.012 -0.631 0.083
O 2.200 -0.746 1.520
C -0.117 -0.003 0.026
C -0.591 0.867 1.009
C -1.981 1.053 1.024
C -2.837 0.399 0.132
C -2.285 -0.534 -0.773
C -0.875 -0.768 -0.751
N 2.959 0.979 -0.534
O 2.219 1.799 -0.914
O 4.144 0.998 -0.506
H 2.690 -2.629 -0.423
H -0.071 1.340 1.836
H -2.459 1.948 1.628
H -3.956 0.529 0.248
H -2.825 -1.289 -1.264
H -0.523 -1.531 -1.503

natural (NBO) population analysis, charges in e, atoms 1 to 2:
1. N -1.122
2. S 1.819

---

5.
The following is a quantum chemistry calculation of 8 unconnected molecules or ions with the total composition C48H42N6O12 at a distorted geometry, from the Open Molecules 2025 dataset.

As for the total energy: -83949.091 eV. The HOMO-LUMO gap is 8.28 eV. Its SMILES is O=[N+]([O-])c1ccccc1.O=[N+]([O-])c1ccccc1.O=[N+]([O-])c1ccccc1.O=[N+]([O-])c1ccccc1.O=[N+]([O-])c1ccccc1.O=[N+]([O-])c1ccccc1.c1ccccc1.c1ccccc1. The LUMO energy comes out at -0.03327 Eh. The calculation puts the HOMO energy at -9.2 eV.

CARTESIAN COORDINATES (ANGSTROEM)
O -4.020 -2.614 -2.203
N -3.948 -1.622 -1.508
O -3.534 -0.569 -1.897
C -4.299 -1.822 -0.058
C -4.236 -0.724 0.779
C -4.632 -0.824 2.109
C -4.927 -2.059 2.534
C -5.122 -3.180 1.713
C -4.795 -3.057 0.356
H -3.894 0.246 0.324
H -4.357 -0.046 2.750
H -5.182 -2.221 3.530
H -5.452 -4.134 2.112
H -4.865 -3.898 -0.337
O -2.452 3.480 -1.694
N -2.493 3.396 -2.901
O -1.652 2.856 -3.635
C -3.582 4.123 -3.598
C -4.014 3.683 -4.878
C -4.928 4.485 -5.600
C -5.144 5.780 -5.150
C -4.663 6.206 -3.927
C -3.971 5.371 -3.078
H -3.662 2.678 -5.122
H -5.362 4.148 -6.586
H -5.656 6.442 -5.821
H -4.802 7.241 -3.614
H -3.713 5.728 -2.099
O -1.860 4.474 6.361
N -1.369 3.486 5.957
O -0.717 2.729 6.641
C -1.665 3.124 4.641
C -2.259 4.059 3.772
C -2.417 3.685 2.415
C -2.126 2.379 2.029
C -1.558 1.474 2.893
C -1.314 1.875 4.190
H -2.601 5.052 4.044
H -2.852 4.356 1.667
H -2.298 2.148 0.970
H -1.365 0.449 2.623
H -0.988 1.160 4.927
O 0.565 -1.758 -4.960
N 1.288 -2.591 -4.522
O 2.498 -2.751 -4.784
C 0.665 -3.451 -3.454
C -0.730 -3.366 -3.321
C -1.347 -4.152 -2.356
C -0.593 -5.020 -1.555
C 0.779 -5.153 -1.776
C 1.362 -4.317 -2.685
H -1.328 -2.694 -3.882
H -2.452 -3.997 -2.354
H -1.089 -5.503 -0.750
H 1.472 -5.651 -1.046
H 2.488 -4.401 -2.795
O 8.475 -4.277 -2.022
N 7.460 -4.187 -2.614
O 6.913 -5.128 -3.088
C 6.874 -2.813 -2.808
C 7.518 -1.761 -2.235
C 7.177 -0.478 -2.737
C 6.092 -0.357 -3.563
C 5.373 -1.462 -4.014
C 5.797 -2.744 -3.690
H 8.402 -1.909 -1.627
H 7.714 0.394 -2.417
H 5.646 0.635 -3.843
H 4.518 -1.414 -4.758
H 5.268 -3.613 -4.168
O 4.270 -1.939 -0.749
N 3.158 -2.258 -0.381
O 2.886 -3.210 0.260
C 2.010 -1.436 -0.675
C 0.799 -1.623 -0.018
C -0.263 -0.866 -0.424
C -0.199 0.003 -1.492
C 1.020 0.144 -2.123
C 2.134 -0.562 -1.751
H 0.683 -2.255 0.871
H -1.201 -1.041 0.086
H -0.963 0.733 -1.694
H 1.137 0.865 -2.935
H 3.104 -0.552 -2.286
C 4.342 4.226 4.082
C 3.379 3.907 5.029
C 2.015 4.052 4.753
C 1.625 4.546 3.476
C 2.613 4.934 2.558
C 3.972 4.710 2.888
H 5.365 4.157 4.403
H 3.707 3.662 6.049
H 1.337 3.552 5.433
H 0.608 4.705 3.203
H 2.379 5.314 1.583
H 4.748 4.873 2.117
C -0.674 -3.756 2.761
C 0.536 -3.648 3.523
C 0.585 -2.781 4.601
C -0.528 -1.998 4.906
C -1.620 -2.078 4.127
C -1.688 -2.934 3.029
H -0.767 -4.468 1.972
H 1.333 -4.314 3.248
H 1.524 -2.796 5.217
H -0.450 -1.320 5.776
H -2.433 -1.324 4.388
H -2.543 -2.850 2.378

Löwdin population analysis, charges in e, atoms 1 to 2:
1. O 0.042
2. N -0.337

---

6.
The following is a quantum chemistry calculation of a molecular structure, C17H29Br3Cl5K2MgNO13SV at a distorted geometry, from the Open Molecules 2025 dataset.

As for the total energy: -393531.028 eV. The HOMO-LUMO gap is 1.04 eV. Its total charge is +1. The LUMO energy comes out at -0.28830 Eh. The calculation puts the HOMO energy at -8.9 eV.

CARTESIAN COORDINATES (ANGSTROEM)
C 7.809 0.676 1.759
C 7.934 2.189 1.083
O 6.821 2.981 1.679
C 6.057 3.526 0.545
C 4.689 4.342 0.966
O 4.874 5.546 1.555
O 3.385 3.747 0.635
C 2.612 3.384 1.833
S 3.655 3.045 3.366
C 1.874 1.929 1.469
C 0.265 2.066 1.191
C -0.328 0.503 1.160
Cl -0.136 2.757 -0.517
O 1.581 4.360 2.229
N 1.729 5.541 1.603
O 0.985 5.624 0.629
H 6.765 0.255 1.379
H 8.714 -0.024 1.516
H 7.725 0.869 2.933
H 7.831 2.075 -0.097
H 8.994 2.649 1.273
H 5.763 2.747 -0.276
H 6.768 4.330 0.021
H 3.953 1.678 3.481
H 2.360 1.451 0.497
H 2.010 1.131 2.329
H -0.340 2.601 2.051
H -1.483 0.596 0.888
H -0.160 -0.044 2.192
H 0.227 -0.016 0.257
K -0.783 4.770 -2.327
C -1.118 -3.213 3.452
Br 0.365 -3.618 2.261
Br -0.576 -2.049 4.913
Br -2.648 -2.498 2.487
H -1.437 -4.161 3.899
Cl -0.148 -4.698 5.596
C -6.460 -6.215 3.028
C -6.051 -6.756 1.683
C -4.712 -6.086 1.465
O -4.130 -5.887 2.760
C -5.134 -6.137 3.754
H -7.194 -6.836 3.547
H -6.881 -5.209 2.911
H -5.919 -7.843 1.745
H -6.769 -6.544 0.887
H -4.831 -5.103 0.997
H -4.038 -6.686 0.847
H -4.892 -7.088 4.241
H -5.114 -5.344 4.507
Mg 1.906 1.323 -1.738
O -0.131 -4.059 -5.188
C 0.009 -2.741 -4.986
C -0.397 -2.389 -3.478
O -0.269 -1.070 -3.279
H -0.596 -2.070 -5.621
H 1.018 -2.317 -5.128
H 0.216 -3.053 -2.844
H -1.402 -2.823 -3.331
K -1.994 -4.228 -5.523
C -5.309 3.291 -1.703
O -6.145 2.724 -0.959
O -5.751 4.481 -2.084
O -4.186 2.927 -2.118
H -6.579 4.361 -1.577
O -3.867 10.615 -2.778
V -3.794 8.865 -2.911
O -3.721 7.115 -3.044
C 1.210 0.755 -6.732
Cl 1.921 2.371 -6.890
Cl 0.742 0.124 -8.320
Cl 2.344 -0.348 -5.934
H 0.313 0.833 -6.114

Löwdin population analysis, charges in e, atoms 1 to 2:
1. C -0.094
2. C -0.239

---

7.
The following is a quantum chemistry calculation of C4H3NO3 in the gas phase at a distorted geometry, from the Open Molecules 2025 dataset.

As for the total energy: -11826.905 eV. The HOMO-LUMO gap is 8.88 eV. Its SMILES is O=C1C=CC(=O)N1O. As for the energy above the lowest of the compared OMol25 structures with the same formula, charge and spin: 2.629 eV. The LUMO energy comes out at -0.03990 Eh. The calculation puts the HOMO energy at -10.0 eV.

CARTESIAN COORDINATES (ANGSTROEM)
O -2.217 -0.291 -0.073
C -1.071 0.085 -0.046
C -0.289 1.388 0.056
C 1.006 1.069 0.010
C 1.253 -0.413 -0.028
O 2.248 -1.045 -0.048
N -0.108 -0.817 -0.082
O -0.461 -2.163 0.052
H -0.720 2.417 0.028
H 1.785 1.804 -0.051
H -1.425 -2.034 0.182

natural (NBO) population analysis, charges in e, atoms 1 to 2:
1. O -0.571
2. C 0.616

---

8.
The following is a quantum chemistry calculation of C4H7NO2 in the gas phase, from the Open Molecules 2025 dataset.

As for the total energy: -9845.845 eV. The HOMO-LUMO gap is 10.53 eV. Its SMILES is O[C@@H]1CN=COC1. As for the energy above the lowest of the compared OMol25 structures with the same formula, charge and spin: 1.435 eV. The LUMO energy comes out at 0.02986 Eh. The calculation puts the HOMO energy at -9.7 eV.

CARTESIAN COORDINATES (ANGSTROEM)
O 1.765 0.658 0.330
C 0.811 0.122 -0.571
C -0.417 1.036 -0.743
N -1.434 0.882 0.291
C -1.334 -0.080 1.101
O -0.427 -1.093 1.112
C 0.336 -1.241 -0.091
H 1.450 0.517 1.233
H 1.346 0.011 -1.520
H -0.907 0.914 -1.719
H -0.072 2.073 -0.699
H -2.008 -0.167 1.952
H -0.275 -1.735 -0.857
H 1.173 -1.890 0.177

natural (NBO) population analysis, charges in e, atoms 1 to 2:
1. O -0.710
2. C 0.043

---

9.
The following is a quantum chemistry calculation of 2 unconnected molecules or ions with the total composition C3H3N2O3 at a distorted geometry, from the Open Molecules 2025 dataset.

As for the total energy: -12279.209 eV. The HOMO-LUMO gap (spin up / spin down) is 5.43 / 5.41 eV. Its total charge is -1. As for the energy above the lowest of the compared OMol25 structures with the same formula, charge and spin: 4.955 eV. The LUMO energy (spin up / spin down) comes out at 0.11372 / 0.11339 Eh. The calculation puts the HOMO energy (spin up / spin down) at -2.3 / -2.3 eV.

CARTESIAN COORDINATES (ANGSTROEM)
C 0.089 -0.540 -1.248
C 1.835 -0.073 -0.012
C 1.229 1.164 -0.433
N 1.053 -1.097 -0.640
N -1.264 -0.630 1.362
O -1.920 -0.325 0.321
O 2.865 -0.258 0.655
O 0.144 0.846 -1.162
H -0.730 -1.141 -1.523
H 1.529 2.162 -0.210
H -0.485 -1.251 1.030

natural (NBO) population analysis, charges in e, atoms 1 to 2:
1. C 0.279
2. C 0.448